(1)
{"formula": "C23H35BClN3O19S4", "method": "the ωB97M-V functional and the def2-TZVPD basis", "charge": 0, "relative_energy_ev": 0.0000, "multiplicity": 1, "smiles": "COB(O)c1ccc2nc(CCCCNC(C)=O)c(Cl)nc2c1.O=S1(=O)OCCO1.O=S1(=O)OCCO1.O=S1(=O)OCCO1.O=S1(=O)OCCO1", "symbols": ["H", "O", "H", "H", "O", "O", "H", "C", "H", "C", "H", "H", "B", "H", "O", "O", "O", "C", "C", "O", "O", "H", "H", "S", "C", "H", "H", "O", "C", "O", "O", "H", "H", "C", "C", "H", "O", "H", "C", "H", "S", "H", "H", "H", "C", "H", "H", "O", "C", "C", "H", "C", "H", "Cl", "O", "H", "H", "H", "C", "C", "C", "C", "O", "O", "C", "H", "S", "H", "H", "H", "N", "S", "H", "N", "O", "N", "H", "C", "C", "H", "C", "C", "C", "H", "O", "O"], "positions_angstrom": [[-0.63809, 0.83283, 2.26771], [3.43775, -1.15284, 2.08528], [1.66808, 3.90048, -1.93101], [-6.33668, -0.46989, 0.52491], [2.77451, 4.15192, -4.82991], [0.97286, 3.50528, 4.07127], [-0.53044, 6.18126, 2.69576], [-0.05594, -3.06408, 0.26468], [0.01534, 0.85548, 4.84106], [1.70036, -3.43075, -1.37928], [0.36777, 3.09700, -1.02125], [-1.91174, -0.36498, 4.20336], [2.13895, -5.68848, -2.49133], [-2.63595, 4.04669, 2.02009], [2.43476, 2.46780, -6.59590], [-6.08480, -0.32005, 4.72811], [-0.12662, 4.94138, -1.80509], [1.34034, -4.75400, -1.51151], [0.76721, -0.55908, 0.48153], [1.44363, -6.36296, -3.46058], [2.96870, 4.71929, -7.19713], [-6.73567, -3.01022, 1.41945], [-1.26005, -4.77625, 0.71831], [-0.42180, 3.44338, 3.82711], [2.83848, -2.00588, 2.70640], [1.83260, -7.22012, -3.66358], [5.17648, -6.14880, -1.30650], [-1.23165, 2.42087, 4.38961], [0.08187, 3.05986, -3.16194], [3.50714, -5.80485, -2.42618], [-1.10562, 4.84579, 4.16117], [-1.48736, 4.81636, 0.89869], [-4.90902, -1.47398, 0.88563], [-5.81924, -1.03262, 1.29621], [4.09931, -6.10810, -1.16691], [1.65316, -2.39040, 4.26075], [-2.55031, 4.65531, -1.46563], [1.74538, 4.73416, -8.86177], [-0.31949, -1.03822, 1.29632], [3.88096, -5.33751, -0.42554], [3.32757, 3.67465, -6.04751], [3.16530, 3.66226, -8.95850], [0.17750, -0.74527, 5.50397], [-7.70755, -1.69978, 2.13548], [-0.99936, -0.70902, 3.73228], [2.72449, -4.07369, 3.35898], [0.64546, 3.26622, -7.24624], [-5.46166, -0.14786, 2.36769], [-1.39596, 5.56861, 2.95192], [-6.69606, -2.07228, 1.96588], [4.26960, -3.57642, 2.60643], [1.58781, 2.91214, -7.66767], [2.29095, -0.07368, 4.68972], [1.28093, 1.09918, 0.66142], [-1.69376, 5.79047, -3.48061], [1.70113, 0.34629, 3.11442], [-0.07219, -6.26824, -0.85544], [3.76219, -7.07569, -0.79329], [-0.43382, -4.41839, 0.11855], [1.54210, -0.34401, 3.93832], [1.01529, -2.56643, -0.49481], [0.24132, -5.23788, -0.74731], [-0.66247, 3.48254, 2.24992], [4.69072, 3.30109, -6.13847], [-1.03241, -0.17754, 2.29641], [1.40010, 2.08269, -8.34315], [-5.31665, -0.97016, 3.73066], [-1.02532, -1.79708, 3.77182], [-2.08012, -0.12589, 1.99218], [2.52601, -3.02133, -1.94882], [1.75834, -1.72490, 3.50757], [-1.56159, 4.79522, -2.47758], [-2.26175, 6.20356, 3.11478], [1.40804, -1.26245, -0.38425], [-6.06677, -2.29168, 3.23589], [-0.72138, -2.26982, 1.15212], [0.53343, 3.50334, -4.04868], [0.16310, -0.18021, 4.56346], [0.60132, 3.69982, -1.89636], [2.83121, -3.83454, 1.61838], [-1.64117, 4.48382, 1.92168], [3.18899, -3.46852, 2.58170], [2.37157, 4.03869, -8.31123], [0.21956, 1.98250, -3.17745], [-3.95140, -1.29176, 3.94413], [-1.32781, 3.37038, -3.15075]], "lowdin_charge": [0.05, 0.05, 0.14, 0.14, -0.23, -0.20, 0.14, -0.21, 0.07, 0.04, 0.08, 0.08, -0.62, 0.14, -0.19, -0.21, -0.19, -0.09, -0.61, 0.19, -0.18, 0.13, 0.11, 0.59, -0.54, 0.11, 0.09, -0.22, -0.14, 0.03, -0.18, 0.11, 0.13, -0.16, -0.06, 0.14, -0.23, 0.14, -0.26, 0.08, 0.60, 0.14, 0.12, 0.13, -0.19, 0.07, 0.13, -0.19, -0.14, -0.16, 0.09, -0.15, 0.13, 0.78, -0.22, 0.07, 0.11, 0.09, -0.01, -0.18, -0.21, -0.02, -0.22, -0.21, -0.14, 0.14, 0.60, 0.11, 0.12, 0.13, 0.07, 0.59, 0.14, 0.14, -0.19, 0.20, 0.11, -0.18, -0.15, 0.07, -0.14, 0.01, -0.15, 0.14, -0.21, -0.19]}

(2)
{"formula": "C4H11NO", "method": "the ωB97M-V functional and the def2-TZVPD basis", "charge": 0, "relative_energy_ev": 1.4504, "multiplicity": 1, "smiles": "CC[C@@H](N)CO", "symbols": ["O", "H", "H", "C", "H", "H", "H", "C", "H", "C", "H", "H", "C", "H", "H", "N", "H"], "positions_angstrom": [[0.90249, -0.43175, -2.31018], [0.26388, -1.74215, 1.47535], [1.18076, -1.10688, -0.39940], [0.95507, -0.14470, -0.87433], [0.05808, 1.27312, 1.27184], [1.86406, -0.53656, -2.43839], [1.55785, 0.65540, -0.44604], [-0.55589, 0.07705, -0.45434], [-0.97746, -1.02806, 2.56757], [-0.57141, 0.39364, 1.03291], [-0.52518, 1.96199, -1.12786], [-1.57329, 0.69557, 1.31826], [-0.12673, -0.82307, 1.90889], [0.60691, -0.43660, 2.62282], [-0.99066, -0.90910, -0.64525], [-1.12709, 1.14829, -1.26056], [-0.94139, 0.95381, -2.24128]], "lowdin_charge": [-0.09, 0.07, 0.10, -0.21, 0.11, 0.09, 0.12, -0.42, 0.07, -0.22, 0.07, 0.10, -0.10, 0.07, 0.14, 0.04, 0.06]}

(3)
{"formula": "CH5NO2", "method": "the ωB97M-V functional and the def2-TZVPD basis", "charge": 0, "relative_energy_ev": 3.5729, "multiplicity": 1, "smiles": "NOCO", "symbols": ["O", "H", "O", "H", "C", "H", "H", "N", "H"], "positions_angstrom": [[-0.46163, 0.37910, 0.62244], [-2.28283, 1.04596, 0.20731], [1.78949, 0.27012, -0.34110], [1.24685, -0.35347, 1.46035], [0.74056, -0.34470, 0.35113], [0.42545, -1.31098, -0.01828], [1.81200, -0.01388, -1.22218], [-1.42770, 0.60603, -0.33819], [-1.84219, -0.27817, -0.72149]], "lowdin_charge": [-0.24, 0.13, -0.01, 0.18, -0.28, 0.11, 0.05, -0.03, 0.08]}

(4)
{"formula": "C12H36BF4KO6", "method": "the ωB97M-V functional and the def2-TZVPD basis", "charge": 0, "multiplicity": 1, "symbols": ["K", "C", "H", "C", "F", "H", "H", "H", "H", "H", "C", "C", "H", "F", "H", "O", "F", "C", "O", "H", "H", "O", "H", "B", "H", "O", "H", "H", "H", "H", "C", "C", "H", "H", "H", "H", "H", "H", "H", "H", "H", "H", "C", "H", "O", "H", "F", "H", "H", "H", "H", "C", "O", "H", "H", "H", "C", "H", "C", "C"], "positions_angstrom": [[-2.99357, -2.46073, -0.24196], [2.11727, -2.96493, -2.47116], [-1.57732, 0.28432, -4.29685], [-1.09515, 0.64012, 3.50231], [-0.56141, -1.10434, 0.13053], [-2.43887, -2.64709, -4.50200], [0.90649, 2.31859, 1.12552], [1.65622, -0.46343, 4.68700], [-0.52694, -0.23227, 3.15100], [2.99383, 2.02764, -0.28836], [2.70145, 2.84037, 1.68787], [-1.77862, -1.85084, -4.16345], [2.57469, 3.74122, -0.28500], [1.56718, -0.27535, -0.20840], [-1.12222, -1.27889, -2.40553], [-0.19235, 1.60588, 4.03613], [-0.02458, 0.00737, -1.83109], [-2.22262, -0.49826, -4.69726], [1.27375, -1.89839, 2.31788], [2.54031, -3.83835, -1.97757], [1.02424, -1.76658, 1.39770], [-3.12774, 0.43484, -0.14884], [-3.25879, -0.29500, -4.41840], [0.21282, -0.04562, -0.44476], [1.91691, 0.07766, 2.31753], [2.56968, -0.66033, -3.12414], [-0.76003, -2.06509, -4.49868], [3.18270, -1.11413, 2.10334], [1.21321, -2.66048, -1.93151], [-5.11065, 0.31455, -2.01736], [-2.04184, 0.21258, 4.59280], [-4.87864, 1.27476, -1.54492], [-2.71896, -0.55545, 4.20817], [1.91625, -0.27708, -2.52738], [-1.64090, 1.05833, 2.64750], [-2.21147, 0.60045, 0.11402], [3.08291, 3.67200, 2.28021], [-5.46201, 1.35073, -0.62802], [-5.17497, 2.06428, -2.23231], [3.98049, -2.10664, -3.08027], [-2.67019, 1.03636, 4.93748], [4.20552, 3.20634, 0.18797], [2.47126, -0.94234, 4.14372], [2.58789, -1.97066, 4.48637], [1.29381, 2.84608, 1.83526], [-2.80611, 1.07368, -2.10754], [-0.22940, 1.14674, 0.16807], [3.12317, 1.91832, 2.10507], [-2.16739, -0.45703, -5.78651], [3.38679, -0.40741, 4.41376], [3.44999, -1.58324, -1.48356], [3.14037, 2.97347, 0.24177], [-1.80649, -1.88538, -2.72960], [1.78717, -3.17939, -3.48879], [-1.48542, -0.17144, 5.44659], [0.35561, 1.95382, 3.31771], [-3.40345, 1.34117, -1.23010], [-3.10492, 2.35641, -0.94868], [2.25523, -0.90839, 2.65362], [3.10582, -1.81355, -2.49690]], "lowdin_charge": [0.93, -0.08, 0.07, -0.33, 0.04, 0.11, 0.05, 0.07, 0.10, 0.07, -0.31, -0.28, 0.08, 0.15, 0.03, -0.08, 0.12, -0.08, -0.09, 0.07, 0.04, -0.15, 0.07, -1.22, 0.08, -0.08, 0.11, 0.11, 0.06, 0.07, -0.09, -0.08, 0.07, 0.04, 0.11, 0.04, 0.11, 0.08, 0.08, 0.11, 0.07, 0.08, -0.08, 0.08, -0.09, 0.10, 0.12, 0.10, 0.08, 0.08, 0.10, -0.07, -0.18, 0.07, 0.08, 0.04, -0.29, 0.12, -0.32, -0.32]}

Respective strongest force on any atom values: 0.90; 3.67; 3.61; 0.75 eV/Å.
Respective HOMO energy values: -9.0; -9.2; -8.9; -9.2 eV.
Respective molecular weight values: 832.068; 89.138; 63.056; 402.316 g/mol.